This record from the OMol25 dataset describes C35H42BrCsN4OSSi3 as an isolated structure. The level of theory is ωB97M-V with the def2-TZVPD basis set.

- LUMO energy (eV) = 3.65
- charge = -2
- E (eV) = -150049.1114
- energy above the lowest of the compared OMol25 structures with the same formula, charge and spin (kJ/mol) = 35.8
- HOMO-LUMO gap (eV) = 5.572

```
88
Properties=species:S:1:pos:R:3:forces:R:3:mulliken_charge:R:1
Cs -0.4921 -0.1140 0.1748 0.9 -0.2 -0.3 1.34
Br -6.9981 0.8697 5.1199 0.0 0.0 0.0 -0.30
S 3.8805 2.6323 -2.7296 0.1 -0.1 -0.1 -0.54
Si 1.9020 -3.5247 -0.2054 0.0 0.0 0.0 -0.21
Si -0.6513 -3.2685 -2.0171 0.0 -0.1 -0.1 -1.29
Si -0.9210 -4.1249 0.9272 0.0 0.0 0.0 -0.09
O -2.7891 0.8762 0.8346 -0.7 0.2 0.2 -0.79
N 1.5486 1.4742 1.8977 0.0 0.0 -0.1 0.35
N 1.4904 3.0285 -1.5956 0.0 0.0 0.1 -0.28
N 0.2818 -0.7449 -2.7978 0.0 0.0 0.1 0.40
N -0.8634 1.0358 3.1829 -0.2 0.0 0.0 0.26
C 2.9147 -2.8393 -1.6528 0.0 0.0 0.0 -1.06
C 0.2284 -2.0319 -3.1967 0.0 -0.1 0.0 -0.12
C 0.2903 1.3263 5.3151 0.0 0.0 -0.1 -0.22
C -5.6274 0.7962 3.7902 0.0 0.0 0.0 -0.18
C 1.5933 -1.5079 -5.1143 0.0 0.0 0.0 -0.46
C -4.3463 1.1772 4.0960 0.0 0.0 0.0 -0.63
C -4.9688 0.3256 1.5358 0.0 0.0 0.0 -0.53
C 3.2358 4.4710 -0.8169 -0.1 0.0 0.1 -0.75
C 3.8732 2.0599 1.9209 0.0 0.0 0.1 -1.07
C 2.3770 5.0684 0.0748 0.0 0.0 0.0 -0.09
C -2.4408 -3.1210 1.4806 0.0 0.0 0.0 -0.66
C 0.9964 0.1326 -3.4991 0.0 0.0 0.0 -0.30
C 2.5642 -5.3130 -0.0453 0.0 0.1 0.0 -1.16
C -5.9367 0.3418 2.5019 0.0 0.0 0.0 -0.38
C 0.1010 -3.4094 -0.3870 0.0 0.0 0.0 1.87
C 1.6881 -0.2068 -4.6561 0.0 0.0 0.0 -0.59
C 1.4509 1.6367 6.0481 0.1 0.0 0.0 -0.82
C 1.0494 4.6426 0.1373 0.0 0.0 0.0 -0.75
C -3.3180 1.1154 3.1437 0.0 0.0 0.0 0.81
C 2.7884 3.4177 -1.6592 0.0 0.1 -0.1 0.07
C 2.6730 1.9076 3.9967 -0.1 0.0 0.0 1.19
C -0.7092 -4.8813 -3.0412 0.0 0.1 0.0 -1.25
C 2.6747 1.6907 1.2705 0.0 0.0 0.0 -0.54
C -0.0202 -4.3935 2.5812 0.0 0.0 0.0 -1.13
C -1.9928 1.4272 3.6469 0.1 0.0 -0.1 -0.88
C -2.4556 -2.6786 -1.9935 0.0 0.0 0.0 -0.79
C 3.8666 2.1623 3.2787 0.0 0.0 -0.1 -0.85
C -1.6514 -5.8432 0.5107 0.0 0.1 0.0 -1.23
C 0.2795 1.3362 3.9347 0.0 0.0 0.1 -0.11
C 2.6183 1.9424 5.4099 0.0 0.0 0.0 -0.81
C 0.8563 -2.4254 -4.3775 0.0 0.0 0.0 -0.22
C 1.5162 1.5838 3.2493 0.1 0.0 0.1 -0.21
C 2.6246 -2.6221 1.3102 0.0 0.0 0.0 -0.81
C 0.6802 3.6263 -0.7253 -0.1 0.0 0.1 -0.32
C -3.6165 0.7670 1.7716 -0.1 0.1 0.2 -0.16
H 2.6699 1.5759 0.1904 0.0 0.0 0.0 0.70
H -3.1154 -3.4557 -1.5965 0.0 0.0 0.0 0.30
H 3.9769 -2.9333 -1.4041 0.0 0.0 0.0 0.42
H 2.0934 -5.8531 0.7803 0.0 0.0 0.0 0.28
H 4.7631 2.4264 3.8293 0.0 0.0 0.0 0.36
H -0.6097 1.0502 5.8489 0.0 0.0 0.0 0.60
H 0.2843 -3.4403 3.0206 0.0 0.0 0.0 0.23
H -2.3429 -5.7776 -0.3351 0.0 0.0 0.0 0.27
H 2.2960 0.5419 -5.1459 0.0 0.0 0.0 0.43
H 1.4081 1.6228 7.1309 0.0 0.0 0.0 0.36
H 3.7022 -2.4861 1.1735 0.0 0.0 0.0 0.35
H -2.2011 -6.2675 1.3576 0.0 0.0 0.0 0.33
H -2.1638 -2.1736 1.9512 0.0 0.0 0.0 -0.06
H -3.1322 -2.8902 0.6688 0.0 0.0 0.0 0.24
H 0.8675 -5.0242 2.4994 0.0 0.0 0.0 0.25
H 2.1871 -1.6293 1.4541 0.0 0.0 0.0 0.06
H -0.7109 -4.8764 3.2798 0.0 0.0 0.0 0.35
H 0.7963 -3.4585 -4.6977 0.0 0.0 0.0 0.35
H 2.7345 5.8596 0.7265 0.0 0.0 0.0 0.34
H 2.3423 -5.8656 -0.9637 0.0 0.0 0.0 0.28
H 4.2716 4.7736 -0.8901 0.0 0.0 0.0 0.40
H -2.9934 -3.6960 2.2315 0.0 0.0 0.0 0.36
H -0.8560 -6.5391 0.2292 0.0 0.0 0.0 0.28
H 3.5174 2.1835 5.9656 0.0 0.0 0.0 0.37
H 4.7574 2.2437 1.3258 0.0 0.0 0.0 0.52
H 2.1108 -1.8148 -6.0171 0.0 0.0 0.0 0.38
H -5.1971 -0.0043 0.5294 0.0 0.0 0.0 0.42
H 1.0614 1.1436 -3.1057 0.0 0.0 0.0 0.29
H 2.4760 -3.1793 2.2378 0.0 0.0 0.0 0.35
H -6.9445 0.0153 2.2751 0.0 0.0 0.0 0.39
H 0.3374 5.0624 0.8350 0.0 0.0 0.0 0.42
H 3.6484 -5.3348 0.1104 0.0 0.0 0.0 0.32
H -2.7801 -2.4502 -3.0129 0.0 0.0 0.0 0.38
H -4.1083 1.5059 5.1023 0.0 0.0 0.0 0.38
H -1.1854 -4.7505 -4.0190 0.0 0.0 0.0 0.33
H -2.6027 -1.7823 -1.3860 0.0 0.0 0.0 0.12
H -1.2696 -5.6386 -2.4871 0.0 0.0 0.0 0.25
H -2.0125 2.0393 4.5613 0.0 0.0 0.0 0.48
H -0.3441 3.2579 -0.7039 0.0 0.0 0.0 0.56
H 2.7173 -1.7848 -1.8591 0.0 0.0 0.0 0.23
H 2.7422 -3.3937 -2.5783 0.0 0.0 0.0 0.26
H 0.2978 -5.2795 -3.1981 0.0 0.0 0.0 0.31
```
Forces are in eV/Å.



This record from the OMol25 dataset describes C24H42N6O6 in the gas phase in a non-equilibrium geometry. The level of theory is ωB97M-V with the def2-TZVPD basis set.

- LUMO energy (eV) = 0.61
- SMILES string = CC[C@H](C)[C@@H](C(=O)N1CCN(C(=O)OC(C)(C)C)CC1)n1cc([C@@H](CO)NC(=O)OC(C)(C)C)nn1
- E (eV) = -46797.3554
- energy above the lowest of the compared OMol25 structures with the same formula, charge and spin (kJ/mol) = 32.6
- HOMO-LUMO gap (eV) = 9.344

```
78
Properties=species:S:1:pos:R:3:forces:R:3:nbo_charge:R:1
O -0.6017 1.7319 0.1127 0.3 0.0 0.1 -0.69
O -2.2736 3.8169 3.3526 -0.1 0.3 0.0 -0.73
O -1.4639 -1.9176 -2.2020 -0.3 0.1 -0.3 -0.64
O 3.5558 -1.1923 2.2488 0.3 -0.1 0.3 -0.67
O 4.2230 -0.6489 0.1397 -0.1 0.0 -0.1 -0.55
O -1.1683 3.7142 -0.8529 -0.1 0.2 0.0 -0.54
N -2.5168 2.8463 0.6480 -0.4 0.3 0.1 -0.63
N 2.0517 -0.6846 0.6445 0.0 0.2 -0.1 -0.45
N -2.6450 -1.3685 0.7583 -0.2 1.0 0.1 -0.17
N -2.6001 -1.4597 2.0795 0.1 -1.2 0.4 -0.08
N -0.0565 -2.1778 -0.4688 0.3 -0.1 -0.1 -0.43
N -2.6881 -0.2833 2.5781 -0.1 0.6 0.4 -0.25
C -4.9678 -2.9318 0.0238 0.0 0.2 -0.1 -0.40
C 1.6946 -0.4972 -0.7420 0.0 -0.2 -0.4 -0.24
C -0.0806 3.7253 -1.8090 0.5 0.0 -0.4 0.27
C 6.3112 -0.3734 -0.8893 -0.4 -0.1 0.3 -0.61
C -2.7898 0.6177 1.5775 -0.2 -0.4 -0.8 0.06
C -3.7328 -2.8627 -0.8919 0.1 -0.2 0.2 -0.22
C -5.8026 -1.6550 0.0215 0.0 -0.2 0.1 -0.60
C 0.9169 -1.0451 1.4609 -0.1 -0.3 0.4 -0.23
C -0.2466 5.0583 -2.5406 -0.1 -0.3 0.3 -0.61
C -3.5069 -4.1965 -1.6022 0.1 0.3 0.0 -0.60
C -2.4640 -2.5131 -0.0931 -0.2 -0.4 -0.6 -0.13
C -2.7704 -0.0782 0.3862 -0.1 0.2 0.6 -0.05
C -0.2347 2.5615 -2.7885 -0.1 0.1 0.3 -0.64
C -1.3413 2.6831 -0.0109 -0.1 0.1 -0.1 0.91
C 1.2696 3.6807 -1.0932 -0.3 -0.1 0.1 -0.64
C 0.2941 -2.3443 0.9272 0.0 0.1 0.5 -0.24
C 5.6362 -0.7183 0.4397 0.6 -0.1 0.2 0.28
C -2.0090 2.4665 3.0355 -0.1 -0.5 0.0 -0.07
C 6.0177 -2.1313 0.8811 -0.3 0.2 0.0 -0.64
C 1.0831 -1.7932 -1.2843 0.1 0.3 -0.4 -0.23
C 3.3123 -0.8795 1.1046 -0.2 0.1 0.0 0.90
C -2.8801 2.0859 1.8297 0.4 0.1 0.4 -0.07
C 6.0065 0.3091 1.5087 -0.3 -0.2 -0.1 -0.65
C -1.2821 -2.1794 -1.0274 0.0 -0.3 0.3 0.69
H 1.8268 -2.5970 -1.2506 0.0 0.0 0.0 0.19
H 1.3856 2.7470 -0.5510 0.1 0.0 0.0 0.24
H 5.5190 0.0628 2.4476 0.0 0.0 0.0 0.24
H 5.5198 -2.3765 1.8150 0.0 0.0 0.0 0.24
H 5.6891 1.3021 1.1973 0.0 0.1 0.0 0.21
H 0.5620 2.5929 -3.5260 0.1 0.0 -0.1 0.22
H -3.3559 -4.9951 -0.8781 0.0 -0.1 0.1 0.20
H -5.6035 -3.7531 -0.3119 0.0 -0.1 0.0 0.20
H -4.6564 -3.1583 1.0460 0.0 -0.1 0.0 0.21
H 6.0160 -1.0868 -1.6544 0.0 -0.1 -0.1 0.21
H 2.0710 3.7688 -1.8214 0.1 0.1 -0.1 0.21
H -6.1264 -1.4145 -0.9891 -0.1 0.1 -0.1 0.20
H 1.3418 4.5058 -0.3876 0.0 0.1 0.1 0.21
H -3.9159 2.3561 2.0690 0.1 0.0 0.0 0.23
H 7.0926 -2.1924 1.0256 0.1 0.0 0.0 0.21
H 0.5213 5.1617 -3.3012 0.1 0.0 -0.1 0.21
H -5.2432 -0.8092 0.4124 0.0 0.1 0.0 0.20
H -0.9534 2.3226 2.7701 -0.1 -0.1 0.0 0.17
H -2.2607 1.7981 3.8667 0.1 0.1 -0.1 0.19
H 7.3906 -0.4017 -0.7756 0.1 0.0 0.0 0.21
H -6.6868 -1.7876 0.6408 -0.1 0.1 0.0 0.21
H -1.1922 2.6301 -3.3003 -0.1 0.0 -0.1 0.21
H 2.5746 -0.2167 -1.3170 -0.1 0.0 0.0 0.23
H 0.9476 0.3004 -0.7827 0.1 0.0 -0.1 0.23
H 0.7342 -1.6594 -2.3089 0.1 -0.1 0.1 0.25
H 5.7219 -2.8530 0.1223 0.0 -0.1 -0.1 0.21
H 0.1875 -0.2310 1.4129 0.0 -0.1 0.0 0.22
H -0.5646 -2.6058 1.5403 0.1 0.0 -0.1 0.23
H -1.7596 4.0578 4.1292 0.0 0.0 -0.1 0.48
H -2.6370 -4.1383 -2.2502 0.1 -0.1 -0.1 0.23
H 6.0136 0.6211 -1.2111 0.0 0.1 0.0 0.21
H -2.8151 0.2291 -0.6355 0.1 0.1 -0.3 0.25
H -3.8797 -2.0909 -1.6529 0.0 0.0 0.1 0.22
H 1.0381 -3.1473 0.9980 -0.1 0.0 0.0 0.20
H -2.9208 3.7675 0.5759 0.0 -0.1 0.0 0.42
H -0.1646 5.8825 -1.8373 0.0 0.1 0.1 0.22
H -1.2240 5.1046 -3.0132 -0.1 0.0 -0.1 0.22
H -2.2205 -3.3584 0.5583 0.0 0.2 0.0 0.24
H 7.0827 0.3115 1.6571 0.1 0.0 0.0 0.21
H -0.1896 1.6109 -2.2652 0.0 -0.1 0.0 0.23
H 1.2545 -1.1828 2.4882 -0.1 0.0 -0.1 0.25
H -4.3703 -4.4432 -2.2146 -0.1 -0.1 0.0 0.22
```
Forces are in eV/Å.



This record from the OMol25 dataset describes C20H26AsBrN4O2RhS2 as an isolated structure in a non-equilibrium geometry. The level of theory is ωB97M-V with the def2-TZVPD basis set.

- LUMO energy (alpha / beta) (eV) = -2.83 / -7.54
- multiplicity = 5
- charge = +1
- <S²> = 6.057
- E (eV) = -186766.2614
- HOMO-LUMO gap (alpha / beta) (eV) = 6.537 / 3.891

```
57
Properties=species:S:1:pos:R:3:forces:R:3:nbo_charge:R:1
Rh -0.5039 -0.2281 0.1119 1.4 1.3 2.0 0.90
Br -4.2415 0.1758 0.3501 0.4 0.5 0.4 0.11
As 2.1970 0.0438 0.6938 1.4 0.2 -0.6 0.98
S -1.9861 -0.1342 4.7239 -0.5 0.4 -2.0 0.77
S -1.0030 -1.3383 2.0977 -0.7 0.1 1.0 0.01
O 0.5868 -1.7113 -0.9092 -1.2 0.1 -0.3 -0.76
O 0.3889 -3.3131 -2.4232 -0.3 -0.6 -0.5 -0.58
N -0.5134 1.3190 -1.2938 1.1 0.0 -2.4 -0.46
N -1.1627 1.3042 1.1655 0.3 -1.6 3.3 -0.33
N -2.1038 -1.3563 -0.7781 -2.1 -0.1 0.0 -0.50
N -1.3775 1.3255 2.5401 -0.3 -1.8 -1.0 -0.25
C 2.9497 -1.4557 1.9051 0.1 2.6 -0.4 -0.63
C -3.7030 -0.5493 4.3314 0.1 -0.8 0.2 -0.78
C -3.4399 -1.2045 -0.6146 0.7 -1.8 -2.1 0.14
C 3.6399 0.3288 -0.7597 -1.6 1.3 0.3 -0.64
C -2.4409 -3.2840 -2.0619 -2.0 -0.3 -1.8 -0.20
C -0.4377 2.3736 -3.4824 0.1 -0.8 0.9 -0.25
C -0.8620 2.5405 -0.7848 -1.6 0.9 0.0 0.09
C -1.1696 2.5127 0.5769 -0.4 1.6 0.0 0.04
C -1.1721 3.6892 -1.6026 1.5 -1.1 -1.2 -0.18
C 3.6150 -0.7378 -1.8023 0.0 -1.4 -0.5 -0.64
C -1.6148 -2.3976 -1.4917 -0.2 1.1 0.6 0.08
C -0.1112 -2.5295 -1.6648 0.8 1.1 1.0 0.75
C -0.8925 3.6057 -2.9888 -0.5 -0.6 2.2 -0.16
C 2.5894 2.9200 0.8046 0.1 1.1 0.5 -0.63
C 2.5965 -2.8198 1.4758 -1.5 -1.0 -2.4 -0.65
C -3.8590 -3.1132 -2.0231 0.4 -0.9 0.6 -0.13
C 2.5438 1.7079 1.7122 0.9 -0.7 0.9 -0.73
C -0.2215 1.2596 -2.6230 -0.9 2.0 0.5 0.08
C -1.4749 0.0928 3.0537 1.4 1.5 -1.9 -0.26
C -4.3869 -2.0516 -1.2796 1.4 -0.1 0.7 -0.25
H -4.3170 0.1528 3.7544 0.8 0.4 0.3 0.27
H 1.6019 -2.8529 0.9284 1.1 0.2 0.6 0.23
H 3.3215 -3.2489 0.7365 -0.5 0.3 0.9 0.23
H 2.6220 -0.8241 -2.2777 0.6 0.3 -0.1 0.22
H 1.6195 3.2431 0.4439 -0.3 0.0 0.1 0.20
H 3.0208 3.7496 1.3926 -0.3 -0.1 -0.3 0.23
H 3.4992 1.3505 -1.2276 -0.2 -1.3 0.5 0.22
H 0.1770 0.3540 -3.0190 0.0 -0.7 -0.1 0.23
H -0.3145 2.2519 -4.5439 0.3 -0.1 -0.1 0.24
H -3.7765 -1.4959 3.7940 0.4 -0.1 0.0 0.28
H -1.5402 3.3318 1.2113 0.3 -0.2 -0.7 0.23
H 2.4377 -3.4529 2.3187 0.4 -0.7 0.6 0.22
H 1.7807 1.7887 2.5300 0.6 0.1 -0.7 0.23
H 2.4018 -1.1183 2.8080 0.8 -0.5 -0.1 0.22
H 4.5605 0.4221 -0.2238 0.7 -0.2 0.5 0.21
H 4.0569 -1.3155 1.9422 -0.9 0.2 0.4 0.23
H -1.0730 4.4383 -3.6477 0.0 0.1 -0.1 0.24
H -1.5324 4.5739 -1.1002 0.0 0.1 -0.2 0.23
H -4.4591 -3.9477 -2.4689 0.3 1.3 0.3 0.25
H 3.7592 -1.7562 -1.3951 0.1 0.5 0.1 0.22
H 3.5585 1.6239 2.2128 -1.1 -0.2 -0.4 0.23
H -4.0756 -0.7200 5.3134 -0.9 -0.1 0.7 0.25
H -1.9586 -3.9491 -2.7629 -0.2 -0.7 0.3 0.26
H -5.4324 -1.8190 -1.0607 0.3 -0.5 -0.5 0.25
H 3.2058 2.8387 -0.0854 0.2 -0.3 0.2 0.21
H 4.4273 -0.5936 -2.5332 -0.5 0.0 0.0 0.22
```
Forces are in eV/Å.